350
Properties=species:S:1:pos:R:3:forces:R:3:mulliken_charge:R:1 method="wB97M-V/def2-TZVPD" homo_lumo_gap_ev=8.264 energy_ev=-159401.0639
C 18.25403 14.13583 19.00939 -0.4847 -0.3684 -0.1364 -0.74
O 18.85183 14.74380 18.08760 -0.8290 -0.5800 0.5046 -0.09
N 17.02888 14.56569 19.52126 1.9442 0.0286 -0.8568 1.96
N 18.81716 12.98755 19.52546 -1.6834 1.1733 0.7045 0.01
H 16.82792 15.49533 19.19324 -0.2090 0.2972 -0.1158 -1.03
H 16.60735 14.35121 20.42591 0.4247 -0.2980 -0.0597 -0.70
H 19.39958 12.45948 18.91504 0.3844 -0.2041 -0.3067 0.41
H 18.16296 12.48411 20.10867 0.2835 -0.3937 -0.0007 0.24
O 21.72959 18.88819 14.10913 -1.0067 0.8597 -0.1861 -0.47
H 22.24080 18.14226 13.81600 0.8942 -1.0932 0.1267 0.16
H 20.97044 18.83091 13.51221 -0.0334 0.2800 0.2690 0.23
O 23.95180 15.05487 16.15652 0.8620 0.4010 -0.0631 -0.84
H 24.52170 15.35592 16.89184 -0.4962 -0.1068 -0.3571 0.33
H 23.05602 14.88505 16.46487 -0.3741 -0.3187 0.5674 0.45
O 21.34359 14.14130 16.66817 -1.1398 -0.0687 -0.4153 -0.74
H 20.72058 14.36366 17.40364 0.2919 -0.1227 -0.9238 0.05
H 20.78862 14.03880 15.84624 0.7621 0.2674 1.3277 0.24
O 22.77856 16.23267 13.95205 1.5869 -0.6944 0.3309 -0.64
H 23.24727 15.91990 14.80598 -0.6088 0.5517 -1.4236 0.45
H 23.42263 15.98203 13.24430 -0.8296 0.2821 0.9079 0.29
C 26.43200 18.77922 15.06200 -0.0212 -1.8844 -0.9112 -1.41
C 25.60750 19.79946 15.84784 0.6882 0.3849 -0.2481 1.83
C 26.58343 20.48797 16.85875 -0.7817 0.3759 -0.3275 -1.62
C 26.04208 21.73131 17.55641 -1.9130 -0.5705 -0.3733 1.01
C 25.55302 22.73609 16.46945 -1.0199 -1.8104 -0.0784 -1.69
C 24.53914 22.01114 15.52778 -1.1867 2.1382 -1.3812 1.54
N 25.13887 20.84114 14.89708 0.1712 -1.3468 0.8972 0.19
O 24.22175 20.14290 14.01636 0.7798 1.1660 0.2747 -0.49
C 23.17590 21.90938 16.27840 2.2329 -0.9214 1.1341 -0.04
C 24.18933 22.94276 14.29941 2.2555 0.2500 0.1687 -1.89
C 24.48911 19.04281 16.57932 -0.7745 -1.2307 0.3724 1.16
H 27.16996 19.13699 14.28656 -0.8480 0.1437 1.0564 0.33
H 25.76463 18.02339 14.52985 0.6193 1.1285 0.5355 0.23
H 26.96508 18.14685 15.80396 0.0006 0.3582 -0.3865 0.23
H 26.92246 19.73655 17.56439 0.1183 -0.1379 0.2227 0.03
H 27.43536 20.88639 16.33790 0.6684 -0.4111 -0.6625 0.51
H 26.78174 22.13606 18.19830 0.8864 0.6085 0.5066 0.77
H 25.22284 21.41878 18.24856 0.2441 0.4451 -0.5031 -1.06
H 26.37353 23.00725 15.82302 0.4403 0.5855 0.0950 0.40
H 24.95924 23.57368 16.86374 0.7459 0.0394 0.0213 0.45
H 23.39221 21.44191 17.27253 -0.7848 0.3376 -0.7553 -0.98
H 22.78437 22.90829 16.41548 -0.2232 0.0975 -0.0336 0.82
H 22.54528 21.30436 15.67931 -1.2436 -0.5659 -0.1550 -0.26
H 23.91475 23.94098 14.63167 -0.3958 0.0004 0.0655 0.42
H 25.09907 23.08482 13.66327 -0.4322 -0.1756 0.5855 0.43
H 23.48374 22.51518 13.61276 -0.7144 -0.1780 0.0473 0.26
H 24.23639 19.48887 17.52790 -0.1183 0.4090 0.4501 -0.46
H 24.76287 18.00038 16.83751 0.3611 0.4714 -0.2223 -0.13
H 23.51606 18.84335 16.07291 0.8155 0.6810 -0.2178 -0.61
H 23.36310 20.37578 14.37286 -0.7018 -0.5368 -0.1780 0.22
C 19.88899 21.96337 12.80917 1.7162 -0.3847 0.0965 -1.58
C 18.51984 21.85508 13.45261 1.3208 0.3054 0.2984 2.02
C 18.61638 22.62505 14.77867 -2.2889 0.0635 -0.1366 -1.04
C 17.21250 22.95753 15.43341 1.4196 -0.4165 -1.8720 -0.11
C 16.26918 23.59403 14.42432 1.6988 1.1352 -1.6309 -1.51
C 16.26572 22.89077 13.05584 -1.3144 -1.2837 -0.2687 1.45
N 17.61289 22.56986 12.57021 -0.8784 -0.2702 -0.4125 0.15
O 17.43124 21.80335 11.32066 -0.3912 -0.7611 2.3655 -0.49
C 15.24567 21.65107 13.21631 2.5533 0.1822 1.5229 -1.77
C 15.62502 23.71493 11.93459 -1.3822 1.2992 2.4600 -1.99
C 18.29602 20.41663 13.69273 -0.5831 -1.9006 -0.9857 -0.52
H 20.70804 21.58453 13.50950 -0.9959 0.7149 -0.7224 -0.29
H 20.06782 22.99199 12.48671 0.2227 0.0333 0.3131 0.58
H 20.00728 21.35450 11.90831 -0.3291 -0.1176 0.0664 0.46
H 19.20897 22.11494 15.48693 0.6200 -1.1084 0.6923 -0.03
H 19.22998 23.44267 14.51402 0.1003 1.7873 0.0841 0.67
H 17.33383 23.60482 16.23919 0.5179 1.4472 1.4035 0.87
H 16.78739 22.09246 15.92946 -0.1601 -0.6064 -0.4725 -0.26
H 16.41619 24.71500 14.22714 0.1362 -1.4711 0.6539 0.25
H 15.29800 23.43161 14.75266 -1.9364 0.3125 0.8267 0.50
H 14.30855 22.05244 13.53714 -0.7073 0.1147 -0.0049 0.61
H 15.18477 21.11040 12.31478 -0.3183 -0.5583 -1.2016 0.48
H 15.60534 20.92299 13.99254 -0.4767 0.7903 -0.5071 0.09
H 16.23548 24.58081 11.65614 -0.2215 -0.0204 0.1493 0.45
H 15.52968 23.05685 11.12805 -0.4164 -0.6381 -1.4183 0.54
H 14.57666 24.01920 12.32428 1.6437 -0.1696 -0.9207 0.32
H 19.07935 19.93208 14.27664 -0.0325 0.2427 -0.0072 -0.53
H 18.14609 19.86170 12.76283 0.7238 0.1204 -0.3922 0.74
H 17.35507 20.18497 14.09985 -1.1244 -0.0263 1.4596 -0.25
H 17.84886 22.36400 10.70981 0.8927 1.1099 -1.3740 0.34
C 12.31432 17.73550 14.27058 -0.4218 -1.5243 -0.0568 -1.29
C 12.27224 18.47411 15.64080 -0.2798 -0.5208 0.3350 1.62
C 11.07078 17.86765 16.37889 -1.5102 -1.1832 -2.3848 -1.18
C 10.91469 18.22000 17.79227 -1.2193 0.4239 2.2709 -0.80
C 12.16245 17.82194 18.47913 2.4129 -0.0400 0.0711 -1.35
C 13.47155 18.44819 17.88085 0.1176 -0.1754 1.3183 1.45
N 13.45937 18.15948 16.47211 0.2269 -0.1823 -1.2684 0.63
O 14.56125 18.90070 15.96365 0.8733 -0.5326 -1.4428 0.32
C 13.56439 19.92719 18.34453 -2.2529 -0.3167 0.0713 -1.33
C 14.74009 17.71382 18.50501 -1.1835 1.3257 -0.7599 -0.21
C 12.10961 19.94931 15.39864 -1.3498 0.7612 -1.6640 -1.62
H 11.34376 17.98912 13.70105 1.7111 -0.3947 0.6872 0.47
H 12.33103 16.60820 14.47816 -0.3088 1.4502 -0.2486 0.19
H 13.22214 17.85437 13.63505 -0.6999 0.6333 0.3998 0.17
H 10.13288 18.03263 15.74335 1.1554 0.0165 0.8400 0.40
H 11.19896 16.74294 16.37510 -0.0236 1.0029 -0.1425 0.15
H 10.05171 17.66138 18.27389 0.7996 0.5906 -0.6740 0.39
H 10.78796 19.27222 18.12278 -0.4177 -0.2149 -1.0151 0.43
H 12.41354 16.78193 18.35557 -0.5737 -0.8580 0.2529 0.37
H 12.12860 18.08764 19.52164 0.0928 -0.1094 0.6257 0.21
H 12.52937 20.36167 18.31713 0.9281 0.0470 -0.3765 0.39
H 13.71383 19.83401 19.40738 0.5550 0.4101 0.4562 0.44
H 14.27030 20.60030 17.88236 0.2748 -0.1254 -0.1811 -0.21
H 14.88483 18.28505 19.42732 0.7293 -0.5415 0.0165 0.31
H 14.52440 16.67662 18.71779 -0.0691 -0.4389 0.0359 -0.41
H 15.57667 17.79677 17.79356 -0.1900 0.0830 0.6598 -0.60
H 11.21949 20.09538 14.69278 1.2733 -0.1683 0.6299 0.46
H 13.02547 20.33705 14.92442 -0.5166 0.0977 0.2572 0.10
H 11.82201 20.53402 16.25994 0.3357 0.0460 0.4443 0.34
H 14.95358 18.33412 15.25334 -0.3832 0.4997 0.9578 0.09
C 21.40792 25.88642 22.91520 0.3167 -0.9275 -0.0331 -1.98
C 21.52883 24.35882 22.56341 0.7785 0.6197 -0.5847 1.08
C 20.75916 24.15048 21.22727 -0.8523 0.8642 -0.3477 -0.90
C 20.98739 22.78670 20.54478 2.7796 1.1483 1.1953 0.77
C 22.58716 22.69417 20.32822 -0.7393 -1.1202 0.5845 -0.61
C 23.47916 22.89649 21.66362 -2.2163 0.8205 -2.8983 1.69
N 22.96144 24.14299 22.23883 -1.7528 -0.2745 -1.6709 0.57
O 23.77438 24.64060 23.19180 1.5488 -0.1492 2.5972 -0.52
C 23.44816 21.68312 22.56170 1.0667 -1.9091 -0.9822 -0.90
C 24.86617 23.19391 21.10060 0.1671 -0.2224 0.9955 -1.68
C 20.84980 23.47770 23.63532 0.1826 -1.2686 0.1094 -0.84
H 21.86901 26.23106 23.86682 -0.5217 -0.5581 -0.5199 0.33
H 20.36355 26.13316 22.84594 -0.5682 0.2532 0.4415 0.44
H 21.86434 26.42838 22.10026 0.3653 0.2419 -0.2654 0.51
H 19.71655 24.33196 21.59123 0.3133 -0.3792 -0.9111 -0.26
H 20.97562 24.94594 20.41896 -0.0590 -0.8978 1.5534 0.42
H 20.48691 22.73068 19.61762 -0.5094 0.0643 -1.1715 1.17
H 20.62002 21.97200 21.14053 -0.0223 -0.5404 0.4640 -1.19
H 22.91796 23.44862 19.59944 -0.3143 0.0083 0.2737 0.66
H 22.86758 21.70263 19.86224 -0.3181 0.8572 0.5806 -0.70
H 22.48641 21.22224 22.77720 -0.2873 0.2653 -0.3882 -0.24
H 24.11130 20.81718 22.14868 -0.9519 1.5473 0.6367 -0.27
H 23.82652 21.98510 23.50105 0.7205 0.1395 1.2175 0.78
H 24.95269 24.15394 20.54607 -0.1408 -0.5261 0.7678 0.42
H 25.53571 23.07026 21.95642 0.4785 0.6521 -0.3112 0.43
H 25.11621 22.40406 20.42265 0.2022 -0.5486 -0.5437 0.19
H 20.80661 22.39064 23.28747 0.1755 1.3626 0.6386 -0.44
H 19.80955 23.78369 23.73443 -0.1576 0.1472 -0.0819 0.48
H 21.24895 23.52433 24.67679 0.2040 -0.0099 -0.9442 0.40
H 23.98742 25.54276 22.96582 0.1015 0.3434 -0.3989 0.33
C 19.63158 20.85173 26.19724 -0.5149 -0.9163 -0.9723 -1.83
C 20.43202 19.54825 26.43672 0.4044 1.1374 -0.5149 1.86
C 20.43430 19.31211 27.94261 -0.2329 0.0549 -0.0151 -1.33
C 21.02550 17.95742 28.27877 -0.1980 -0.3768 -0.6866 -0.91
C 20.22844 16.89610 27.51614 -0.3725 1.1407 -0.3676 -1.70
C 20.28542 17.09105 26.00710 -0.5126 -0.1770 -1.1052 2.46
N 19.78255 18.42631 25.77356 -0.9481 0.6524 -0.7115 -0.16
O 19.70614 18.58929 24.33555 1.8323 0.6710 0.6696 0.81
C 21.65318 16.82100 25.31133 -2.3891 0.3219 -0.2982 -2.08
C 19.24333 16.19605 25.28509 -0.4719 -0.4806 1.0201 -1.94
C 21.85681 19.90864 26.01150 -0.0647 -0.2468 -1.2248 -1.97
H 18.58422 20.62760 26.38566 -0.1699 0.3097 0.5338 0.54
H 19.63240 21.23134 25.16998 0.3976 -0.3979 -0.0912 -0.13
H 20.05171 21.64519 26.78757 -0.1696 0.2930 0.6163 0.51
H 21.09891 20.10191 28.31046 -0.4464 -0.0150 0.4271 0.42
H 19.38989 19.43284 28.32905 0.8746 -0.1292 -0.0824 0.31
H 21.04138 17.79548 29.32772 -0.4263 -0.2893 1.0992 0.48
H 22.07315 17.92891 28.03654 0.5713 0.0380 -0.5036 0.37
H 19.18395 17.08605 27.80259 0.0339 -0.5015 -0.0712 0.39
H 20.47189 15.87528 27.64539 0.4659 -1.0937 0.8931 0.66
H 22.40695 17.34347 25.79168 1.6158 1.0537 0.5893 0.58
H 21.86637 15.79795 25.39070 0.4685 -1.6107 0.0844 0.71
H 21.54294 17.06811 24.24644 0.2728 0.1277 0.3818 -0.08
H 18.21318 16.58657 25.40835 0.5248 0.0701 0.0601 0.43
H 19.45043 16.19134 24.21539 0.0369 -0.3841 0.0640 0.16
H 19.17114 15.17064 25.72835 0.4259 0.5858 -0.4544 0.17
H 22.69667 19.30131 26.25519 0.3304 -0.8758 0.8852 0.29
H 22.06324 20.88194 26.39595 0.2729 0.8255 0.1228 0.67
H 21.93426 19.92562 24.93086 -0.2775 0.3869 -0.4242 0.18
H 18.79336 18.63354 24.10261 -1.1663 0.0969 0.1232 -0.02
C 28.21598 17.56598 19.97113 -1.7172 0.1560 -0.1322 -1.44
C 27.77327 16.06113 19.77848 0.2960 0.5703 0.8640 1.58
C 27.90892 15.21760 21.05549 0.9859 -0.7995 0.6886 -1.22
C 26.98833 15.52475 22.22552 -0.5676 -0.8626 0.4494 -0.54
C 25.53876 15.39857 21.71876 -0.2039 -0.1870 -0.6171 -1.19
C 25.27561 16.20840 20.40230 -0.7765 -1.1547 0.3912 2.72
N 26.35965 15.83495 19.44014 -0.3947 0.9134 -0.8671 -0.18
O 26.05345 16.40296 18.14673 0.1307 -0.0087 0.4552 -0.26
C 23.97354 15.64300 19.78368 0.2997 -0.0509 0.1530 -1.49
C 24.99656 17.68413 20.68656 2.1521 0.0349 -0.4227 -2.16
C 28.68096 15.48414 18.70378 -0.2198 -1.5962 0.2606 -1.88
H 28.67872 18.01320 19.09058 -0.1010 -0.3178 -0.2661 0.41
H 28.94344 17.70212 20.76032 -0.0045 -0.1529 0.4151 0.28
H 27.30026 18.17526 20.17716 1.0837 -0.2792 0.0594 0.22
H 27.71264 14.16691 20.81821 -0.0388 0.0921 -0.4688 0.40
H 28.95674 15.19636 21.38624 -0.0816 0.3442 -0.0649 0.40
H 27.17306 16.52819 22.56477 0.0784 0.5364 0.5020 0.34
H 27.17153 14.78273 23.09735 -0.2236 1.2929 -1.3906 0.34
H 24.75523 15.70236 22.45326 0.6461 -0.3035 -0.3677 0.12
H 25.37563 14.33637 21.41406 -0.0052 0.5961 0.4878 0.43
H 23.15394 15.57274 20.50174 0.0485 0.4197 0.1548 0.11
H 23.67690 16.23610 18.92209 -0.1978 0.0771 -0.0011 -0.48
H 24.13000 14.62707 19.45833 0.2378 -0.4048 -0.3022 0.89
H 25.80034 18.10348 21.31031 -0.4916 0.1040 -0.0430 0.48
H 24.96639 18.22937 19.74642 0.0204 0.2775 -0.1880 0.24
H 24.05786 17.84498 21.14362 -0.9946 -0.1062 0.6749 0.65
H 29.73035 15.80661 18.80563 -0.5942 0.1502 -0.2774 0.35
H 28.21665 15.60329 17.73934 0.3592 0.7972 -0.5333 0.31
H 28.67398 14.38881 18.78209 0.1697 0.0394 0.2487 0.45
H 26.17731 17.36953 18.19174 -0.0048 -0.2161 0.1119 0.08
C 19.84012 16.40774 20.45848 0.4379 -0.8870 1.1582 -0.36
C 19.27254 17.76664 20.46476 0.3431 1.7045 -0.1624 2.09
C 20.33785 18.69274 21.10645 0.2454 -1.2861 0.1154 -1.11
C 21.56625 19.07460 20.27286 -0.8663 -0.4200 -1.2890 1.74
C 20.93437 19.69038 18.93907 1.2798 -0.2018 1.6043 0.47
C 20.07452 18.70350 18.20163 -1.2849 0.5188 -0.8235 2.41
N 19.00110 18.29279 19.12494 -0.6735 0.7007 0.2762 0.64
O 18.03120 17.51315 18.44933 0.7180 -0.4093 0.1345 2.71
C 19.31273 19.49946 17.08955 -0.0570 -0.4627 -0.6091 -1.01
C 20.88344 17.60630 17.48934 0.5907 -0.6205 0.6468 -0.10
C 17.96476 17.75444 21.27795 -1.1380 0.9024 -0.2456 0.49
H 19.77012 16.05335 21.48932 0.1780 -0.3508 0.0355 -0.24
H 20.89020 16.43352 20.20953 0.2795 -0.3287 -0.4431 -0.72
H 19.26785 15.75494 19.84515 0.1711 -0.2614 -0.2310 -0.16
H 19.88347 19.52405 21.53835 -0.9979 1.9504 0.2972 0.52
H 20.60335 18.13976 21.98666 0.6715 -0.3762 0.6528 -0.16
H 22.11991 18.12278 20.07959 -0.0101 0.9584 -0.0748 -1.23
H 22.20130 19.80767 20.81801 -0.3593 -0.6015 -0.4264 -0.29
H 21.61938 20.12336 18.20388 0.3478 -0.0871 0.3368 0.03
H 20.32668 20.49517 19.35131 -0.3041 0.1447 -0.4494 -0.80
H 18.92241 18.80889 16.30697 0.1046 0.4437 0.6320 -0.01
H 18.48988 20.06727 17.51148 -0.2864 -0.1477 0.2369 -0.33
H 19.91401 20.24736 16.56097 0.4999 -0.3452 0.1692 -0.17
H 21.21812 17.97667 16.52766 0.0341 0.0937 -0.2692 0.52
H 21.80014 17.30316 18.03891 -0.4839 0.1782 -0.0912 -0.81
H 20.32451 16.67692 17.30187 -0.0436 0.4065 0.0387 -0.88
H 17.16383 17.34147 20.64650 0.2282 -0.0540 0.1101 -0.65
H 17.56159 18.75903 21.55075 0.6033 -0.3479 -0.3133 -0.35
H 17.94548 17.16482 22.20026 0.6859 -0.0433 -0.1738 -0.45
H 18.52829 16.70356 18.23235 -0.4625 -0.2981 -0.3919 -1.44
C 14.21337 22.36699 23.87916 1.5520 0.0150 -0.1548 -1.46
C 14.04447 22.43930 22.31229 -1.2878 1.2720 -0.0487 1.12
C 13.95375 23.91232 21.84514 1.0335 1.2996 0.8480 -0.95
C 15.37960 24.57080 21.70477 -1.0729 1.2196 -1.1480 -0.73
C 16.30724 23.75520 20.84333 0.7976 0.4969 -1.5740 -1.02
C 16.43466 22.31112 21.30672 -2.3360 1.9159 -0.9124 2.96
N 15.02358 21.83794 21.43972 0.5385 -2.5840 0.0653 -0.26
O 15.11201 20.41207 21.76722 -0.4146 0.2147 -0.1365 0.41
C 17.17768 21.54767 20.27452 -0.6980 -3.1832 -0.7630 -0.06
C 17.14760 22.26288 22.57512 0.9400 0.1422 0.9355 -1.62
C 12.60755 21.90413 21.97796 0.8516 -1.2530 0.6552 -1.59
H 14.06421 21.34766 24.27857 -0.1865 0.4256 -0.1868 0.26
H 13.54006 23.07598 24.35828 -0.4025 -0.3069 -0.1116 0.56
H 15.21712 22.70131 24.25276 -0.7977 -0.3922 -0.5307 0.17
H 13.40051 23.96400 20.87770 0.4404 0.1270 0.8367 0.38
H 13.42118 24.44687 22.69149 0.1907 -0.3078 -1.3637 0.34
H 15.82882 24.65248 22.66956 0.1648 0.2143 0.9049 0.38
H 15.35617 25.64396 21.28057 -0.3357 -1.5697 0.6991 0.39
H 17.35330 24.17272 20.87459 -0.8892 -0.1367 -0.1053 0.00
H 16.00653 23.77370 19.74335 0.1473 -0.0285 1.3589 0.40
H 17.27008 22.01836 19.31702 -0.0760 0.5469 -0.4995 0.59
H 18.17123 21.34797 20.65311 0.3450 -0.2884 -0.2064 -0.89
H 16.66336 20.53129 20.07193 1.0119 1.5288 0.3704 -0.79
H 16.97246 21.27221 22.95053 0.7094 -0.4845 0.7547 0.55
H 18.18264 22.49573 22.36696 0.4984 -0.4310 0.2801 -0.44
H 16.82686 23.00448 23.27462 -0.2924 0.2583 0.5211 0.33
H 12.62760 20.81053 21.80725 0.0875 0.4586 0.1287 0.11
H 12.22816 22.36511 21.06512 -0.1834 0.0018 0.3235 0.34
H 11.99361 22.06062 22.88346 -0.1168 0.2172 -0.7388 0.43
H 15.35353 20.29166 22.70622 -0.1385 0.4287 -0.3248 -0.03
C 18.95881 12.30364 26.59104 -0.2863 0.6186 -0.2524 -2.01
C 19.76958 11.45062 25.62670 -0.8361 0.4980 0.6491 1.61
C 18.76928 10.43261 25.01995 0.1877 -0.2521 -0.3895 -0.71
C 19.27587 9.64132 23.80974 0.1102 2.4272 -0.5903 -1.11
C 19.94166 10.72817 22.83708 -1.1976 -2.4766 -0.6832 -1.27
C 20.87640 11.75708 23.37178 0.3588 0.7179 0.8375 2.53
N 20.17594 12.37890 24.58772 1.1105 0.0042 -3.0124 1.43
O 21.15219 13.34084 24.97616 0.8648 -1.2310 1.2236 -0.67
C 22.30354 11.22391 23.62085 0.3955 0.0039 -1.0910 -1.90
C 21.05161 12.87055 22.31581 -0.6892 0.1198 1.2344 -2.37
C 20.91089 10.81841 26.39605 -0.4058 0.1723 0.6066 -1.62
H 19.59532 13.01347 27.09491 0.2756 0.1684 0.3929 0.37
H 18.40824 11.73149 27.29522 -0.1204 -0.8195 0.9963 0.57
H 18.17655 12.88546 26.11126 0.0389 0.0811 -0.6041 0.11
H 18.42213 9.74721 25.79479 0.1419 0.0898 0.2464 0.53
H 17.88144 10.97444 24.69078 -0.0184 0.2586 0.0114 -0.23
H 18.40669 9.14949 23.31458 0.8364 0.2429 0.1682 0.52
H 20.01623 8.92660 24.08271 0.5088 -0.7768 0.2719 0.36
H 19.13313 11.24782 22.37003 -0.8928 0.5538 -0.2188 -0.13
H 20.36990 10.16392 21.99480 0.3774 0.2319 0.2173 0.55
H 22.95317 11.45676 22.73168 -0.8071 -0.6869 0.4528 0.38
H 22.74941 11.87794 24.33861 0.3803 -0.0471 0.9764 0.56
H 22.37183 10.14570 23.86173 0.0558 0.6661 -0.0033 0.35
H 21.31050 12.37771 21.42014 0.3681 -0.3532 -1.2761 0.86
H 20.11162 13.37217 22.19018 -0.6587 0.2785 -0.2654 -0.20
H 21.77738 13.65196 22.54180 0.2233 -0.3791 0.2576 0.36
H 20.48197 10.01864 27.00968 0.4746 -0.3159 -0.3217 0.38
H 21.28827 11.54081 27.12041 0.2249 0.0934 -0.1492 0.30
H 21.71414 10.55898 25.72544 0.0937 -0.6579 0.3092 0.32
H 20.73941 14.17664 25.10859 -1.0779 0.8017 -0.0419 0.08
C 12.88064 13.57317 22.59116 3.5947 -1.0179 1.9460 -1.82
C 13.88421 14.29110 21.71272 0.6123 1.3245 1.0277 1.45
C 13.75362 15.81263 21.89626 -0.3839 -0.7306 0.1436 -0.94
C 14.14443 16.16259 23.31255 -1.3917 0.6695 1.0851 -1.23
C 15.62822 15.87781 23.55022 -0.2929 -0.0730 -0.7353 -0.80
C 15.94056 14.39180 23.43375 -1.4177 0.1384 -1.4268 1.76
N 15.32084 14.10314 22.04916 0.7379 -0.6308 0.7618 0.99
O 15.70251 12.81129 21.65871 1.1242 -0.1787 -0.5984 -0.45
C 17.40763 14.17353 23.30039 1.2901 -0.7974 0.2350 1.43
C 15.46495 13.56219 24.63903 0.1173 0.5632 0.5854 -1.94
C 13.68950 13.89095 20.30816 0.1106 -1.8024 -2.7418 -1.18
H 11.94249 13.71558 22.24681 -3.1770 0.7890 -0.8408 0.54
H 13.06126 13.85599 23.64001 -0.8569 -0.0822 -0.5833 0.25
H 13.03212 12.49396 22.57395 0.1321 -0.2689 -0.1507 0.33
H 14.40615 16.31962 21.22267 0.8240 0.2370 -0.6569 -0.25
H 12.77951 16.15705 21.57948 -0.6426 -0.0096 0.3728 0.77
H 13.43396 15.63149 24.03761 1.2526 0.6695 -0.7447 0.57
H 13.89180 17.22656 23.46500 0.4252 -0.2231 0.0743 0.31
H 15.96740 16.20960 24.50477 0.2081 0.5267 0.8137 0.64
H 16.21559 16.38171 22.74771 -0.4601 -0.2046 0.6660 -0.36
H 17.67191 13.09994 23.14390 -0.1431 0.7799 0.7201 0.19
H 17.90003 14.66784 22.48906 -0.2291 0.6092 -1.0796 -1.05
H 17.91828 14.64548 24.15081 -0.2566 -0.8761 0.0617 -0.68
H 14.41133 13.68327 24.88849 0.1834 0.0381 0.0783 0.38
H 15.69188 12.51351 24.57869 -0.0707 -0.6713 -0.6264 0.38
H 16.06965 13.83137 25.52989 -0.3863 0.3584 -0.4343 0.33
H 14.59852 13.98692 19.69804 -0.1544 0.3316 0.2720 -0.42
H 12.92855 14.46142 19.78438 -0.2922 0.2624 0.2030 0.46
H 13.42121 12.80085 20.11276 0.1624 1.1592 0.6988 0.24
H 15.03926 12.23263 21.98903 -0.8881 -1.1894 0.5637 0.33
C 16.57559 14.60734 13.48055 0.1085 -1.0457 1.3968 -2.10
C 16.33685 14.95249 14.97024 1.0206 -1.7717 -0.4848 1.33
C 14.90822 15.34588 15.25824 0.4303 -0.1046 0.4146 -0.14
C 13.98279 14.17906 15.10943 0.6129 -1.9213 0.2545 -1.28
C 14.44224 13.08475 16.18518 -0.5647 2.3637 0.2786 -0.61
C 15.91473 12.63024 16.04608 -1.1656 -0.8015 -0.4907 1.35
N 16.76538 13.80011 15.87676 -0.8973 1.1217 -0.2564 1.56
O 18.12784 13.43360 15.63665 -0.4193 0.0049 0.6247 -0.67
C 16.31492 11.99069 17.35979 0.6925 -0.0787 2.2043 -1.07
C 15.99219 11.55048 14.90640 -0.7941 -0.0185 0.4595 -1.90
C 17.27732 16.03466 15.32538 0.8203 1.8203 -0.1548 -1.45
H 16.65170 15.42744 12.81552 0.0781 1.0452 -0.4369 0.41
H 15.86166 13.91971 13.09376 -0.8039 -0.4575 -0.3327 0.40
H 17.49338 14.05248 13.50810 0.7686 -0.0908 -0.4411 0.51
H 14.86137 15.69978 16.28073 -0.1006 0.2577 0.3066 -0.53
H 14.69068 16.18875 14.61722 -0.3016 0.2202 -0.3141 0.19
H 14.07384 13.75602 14.08631 -0.2476 0.1544 0.5310 0.38
H 12.93791 14.41610 15.27793 -0.1590 0.1558 0.0642 0.52
H 13.69622 12.29103 16.24958 0.4632 -0.4204 -0.3086 0.60
H 14.34518 13.60632 17.18337 0.1643 -0.3377 -0.8391 -0.56
H 17.43238 11.85009 17.40586 -1.0809 0.1458 -0.0681 0.15
H 15.98655 12.57231 18.32870 0.6377 -0.7974 -2.0974 -0.17
H 15.88772 10.99072 17.46787 -0.0795 0.0045 -0.0958 0.62
H 15.48862 11.91840 13.95446 0.7403 -0.7092 1.1920 0.22
H 17.04181 11.34040 14.77593 0.3781 -0.0329 -0.5832 0.47
H 15.54717 10.57230 15.28968 0.1923 1.3567 -0.7025 0.42
H 17.02333 16.50153 16.28069 0.2807 -0.1395 0.0715 -0.67
H 17.23503 16.81056 14.55893 -0.3149 0.3310 -0.0175 0.81
H 18.33576 15.75078 15.27014 -0.3486 -0.2159 0.3870 0.74
H 18.53359 13.72824 16.48406 -0.1610 -0.0268 -0.6292 0.28